# 1
Computed, not measured: a molecular structure, C14H28O21RbS3 at a distorted geometry, with the ωB97M-V functional and the def2-TZVPD basis.

Properties
energy above the lowest of the compared OMol25 structures with the same formula, charge and spin	6.1194	eV
net charge	-3
E_HOMO	2.365	eV
calculated total energy	-91122.6023	eV

```
67
Properties=species:S:1:pos:R:3:lowdin_charge:R:1
Rb 1.65896 1.93021 -0.45126 0.84
S 5.20902 0.21488 3.00847 -0.02
O 6.43523 -0.26049 3.64304 -0.49
O 5.48627 0.75750 1.72110 -0.46
O 4.09222 -0.72478 3.01475 -0.50
O 4.84334 1.32709 3.83626 -0.47
S 2.40556 7.45223 -0.21142 0.02
O 3.37124 7.88677 0.74143 -0.45
O 3.08040 6.48693 -1.11353 -0.51
O 1.40221 6.63410 0.45855 -0.51
O 1.74579 8.62220 -0.76017 -0.49
C -3.54738 4.17860 10.12206 -0.08
C -3.19793 4.26942 8.63645 -0.18
O -2.78790 2.92595 8.26705 0.03
C -2.12069 2.78394 7.15647 -0.56
O -1.61248 3.62932 6.38647 0.10
O -1.99850 1.43361 7.00411 -0.03
C -1.37111 0.90674 5.82580 -0.04
H -2.72964 3.83291 10.75443 0.08
H -4.47275 3.61521 10.24201 0.07
H -3.92059 5.14677 10.45588 0.07
H -2.34302 4.94539 8.61960 0.13
H -4.04987 4.62070 8.05428 0.13
H -1.94822 0.14538 5.30104 0.09
H -0.43936 0.49194 6.21034 0.10
H -0.89965 1.63522 5.16614 0.10
C 3.46746 -8.32032 -3.15938 -0.07
C 3.31014 -7.48119 -4.46363 -0.17
O 3.32645 -6.04711 -4.14641 0.03
C 4.48890 -5.39554 -4.05517 -0.57
O 5.58822 -5.87048 -4.32199 0.09
O 4.25790 -4.13580 -3.64138 -0.01
C 5.28870 -3.15575 -3.51748 -0.03
H 2.81671 -8.02729 -2.33551 0.07
H 4.44829 -8.08162 -2.74814 0.07
H 3.35925 -9.40267 -3.22933 0.07
H 2.46859 -7.86913 -5.03756 0.11
H 4.21408 -7.75988 -5.00524 0.11
H 6.13540 -3.36256 -2.86293 0.10
H 4.89380 -2.27126 -3.01767 0.10
H 5.55654 -2.88882 -4.53978 0.10
C -1.70167 -3.02982 -3.64408 -0.06
C -2.14847 -2.37243 -4.97145 -0.19
O -1.01426 -2.19783 -5.83904 0.03
C -0.17180 -1.15884 -5.68708 -0.58
O -0.21501 -0.29881 -4.85604 0.15
O 0.60224 -1.15668 -6.76759 0.00
C 1.60931 -0.24522 -6.91859 -0.08
H -2.43684 -3.37170 -2.91556 0.07
H -0.98324 -2.44274 -3.07198 0.07
H -1.04031 -3.87725 -3.82451 0.07
H -2.72300 -1.47184 -4.75477 0.12
H -2.89166 -2.99788 -5.46599 0.11
H 1.29726 0.79018 -6.78196 0.10
H 1.86131 -0.34332 -7.97452 0.10
H 2.51108 -0.40907 -6.32863 0.10
C -5.71580 3.37447 -0.52443 -0.14
C -5.37348 3.69726 0.90544 -0.19
O -5.35253 2.46529 1.56042 -0.21
S -5.01829 1.18209 0.60337 0.71
O -5.72722 -0.01875 1.00146 -0.24
O -3.57510 1.08771 0.47203 -0.24
O -5.73104 1.91642 -0.70639 -0.21
H -4.91090 3.72201 -1.17209 0.13
H -6.64240 3.88207 -0.79249 0.13
H -6.05630 4.36400 1.43207 0.14
H -4.36350 4.09234 1.01465 0.14
```

=====

# 2
Computed, not measured: a molecular structure, C7H12N5 at a distorted geometry, with the ωB97M-V functional and the def2-TZVPD basis.

Properties
energy above the lowest of the compared OMol25 structures with the same formula, charge and spin	0.6685	eV
net charge	+1
E_HOMO	-12.030	eV
calculated total energy	-14896.3190	eV

```
24
Properties=species:S:1:pos:R:3:lowdin_charge:R:1
C -2.71195 -1.56767 0.25845 -0.15
C -0.77557 -1.06394 -0.57646 -0.09
C -1.17476 -0.10808 0.46011 -0.29
C 0.55850 -1.31565 -0.80104 -0.32
C 0.76039 1.04063 -0.72019 -0.12
C 1.73803 2.16279 -0.27689 -0.04
C -0.55332 1.79310 1.88165 -0.06
N -2.37744 -0.51286 0.97480 0.16
N -1.81054 -2.06911 -0.55683 0.13
N -0.51602 0.96867 0.73197 0.02
N 1.40064 -0.22131 -0.68997 0.09
N 1.17530 -2.40246 -1.17218 0.18
H -3.61532 -2.04718 0.27588 0.12
H 0.23753 1.20932 -1.60879 0.13
H 1.09177 3.09569 -0.03819 0.11
H 2.59632 2.24827 -1.00082 0.10
H 2.07817 1.94582 0.77654 0.08
H 0.48331 1.65427 2.43781 0.13
H -0.78475 2.85131 1.65861 0.10
H -1.29642 1.34445 2.53337 0.09
H -1.98471 -2.89227 -1.09978 0.16
H 2.39556 -0.34321 -0.75457 0.16
H 0.94446 -3.40008 -1.09124 0.14
H 2.14084 -2.37052 -1.60223 0.16
```

=====

# 3
Computed, not measured: 2 unconnected molecules or ions with the total composition C5H7NO3 at a distorted geometry, with the ωB97M-V functional and the def2-TZVPD basis.

Properties
energy above the lowest of the compared OMol25 structures with the same formula, charge and spin	4.1977	eV
E_HOMO	-9.371	eV
calculated total energy	-12927.9862	eV

```
16
Properties=species:S:1:pos:R:3:lowdin_charge:R:1
C -2.15564 0.01510 -0.36392 -0.03
C -2.51212 -1.21044 -0.30595 -0.12
C -1.91040 1.18636 0.44038 -0.32
C -1.34242 1.21076 -0.90299 -0.23
C 2.26774 -0.86046 -0.01851 -0.16
N 1.47680 -0.04982 0.90636 -0.07
O -2.88975 -2.30369 -0.21380 0.20
O -2.07807 1.63609 1.53060 0.14
O -0.00660 1.07529 -1.16741 0.00
H -1.83629 1.77199 -1.69020 0.15
H 2.72953 -0.20300 -0.75176 0.08
H 3.05252 -1.45128 0.46359 0.07
H 1.59899 -1.53900 -0.54299 0.08
H 2.07515 0.61879 1.37908 0.09
H 1.04687 -0.63446 1.61414 0.09
H 0.48368 0.73775 -0.37662 0.04
```